No. 1
This record from the Open Molecules 2025 dataset describes C3H7NO3 in the gas phase at a distorted geometry. The level of theory is ωB97M-V with the def2-TZVPD basis set.

The value obtained for the molar mass is 105.09 g/mol. The SMILES is N[C@@H](CO)C(=O)O. Its net charge is 0. Its HOMO energy is -0.373 hartree. As for the energy above the lowest of the compared OMol25 structures with the same formula, charge and spin: 33.5 kcal/mol. For the total energy, the calculation gives -398.98431 hartree.

The geometry in XYZ format:
```
14
C3H7NO3, DFT ωB97M-V with the def2-TZVPD basis set
O 1.6856 -1.5822 -0.5056
C 0.5473 -1.1995 -0.5783
O -0.4067 -1.8844 -1.2300
C -0.0341 -0.1671 0.3692
C -0.6042 1.0171 -0.4289
O -1.5906 1.6712 0.3124
N 0.8547 0.4249 1.4113
H 0.0509 -2.6530 -1.6048
H -0.8682 -0.5966 0.9246
H -0.9793 0.6410 -1.3884
H 0.2172 1.6848 -0.6874
H -1.5364 2.6242 0.2391
H 1.7820 0.2698 0.9920
H 0.8818 -0.2504 2.1748
```

***

No. 2
This record from the Open Molecules 2025 dataset describes C3H7NO3 in the gas phase at a distorted geometry. The level of theory is ωB97M-V with the def2-TZVPD basis set.

The value obtained for the molar mass is 105.09 g/mol. The SMILES is O=C(O)NCCO. Its net charge is 0. Its HOMO energy is -0.354 hartree. As for the energy above the lowest of the compared OMol25 structures with the same formula, charge and spin: 47.3 kcal/mol. For the total energy, the calculation gives -398.96233 hartree.

The geometry in XYZ format:
```
14
C3H7NO3, DFT ωB97M-V with the def2-TZVPD basis set
C 1.0963 0.3616 -0.3280
C 0.8265 0.5418 1.2096
O 0.0361 -0.5340 1.6494
N -0.1678 0.5847 -0.9572
C -1.0661 -0.4638 -1.1994
O -0.9893 -1.6669 -0.4261
O -2.0125 -0.2573 -1.9583
H 1.5792 -0.5505 -0.7261
H 1.7070 1.1689 -0.7139
H 0.3310 1.5126 1.3467
H 1.7808 0.5288 1.7577
H -0.8764 -0.3090 1.8359
H -0.7824 1.3437 -0.5255
H -1.4625 -2.2605 -0.9648
```

***

No. 3
This record from the Open Molecules 2025 dataset describes 2 unconnected molecules or ions with the total composition C3H7NO3S at a distorted geometry. The level of theory is ωB97M-V with the def2-TZVPD basis set.

The value obtained for the molar mass is 137.16 g/mol. Its net charge is 0. Its HOMO energy is -0.342 hartree. As for the energy above the lowest of the compared OMol25 structures with the same formula, charge and spin: 74.4 kcal/mol. For the total energy, the calculation gives -797.04672 hartree.

The geometry in XYZ format:
```
15
C3H7NO3S, DFT ωB97M-V with the def2-TZVPD basis set
C 1.0090 -0.1233 -0.4169
C 0.7879 1.3752 0.0210
C -1.0801 0.1948 0.5199
N -0.4017 -0.6692 -0.3604
O -2.8864 0.3373 -1.3691
O -3.4759 -0.8373 0.8025
O -0.5347 1.4745 0.4803
S -2.8548 0.4516 0.0515
H 1.5372 -0.0635 -1.3262
H 1.4625 -0.8292 0.3269
H 1.6022 1.5356 0.7256
H 1.0085 1.9943 -0.7518
H -0.9954 -0.4516 1.9180
H -3.1810 -1.7385 0.6521
H -0.9738 -0.7231 -1.1803
```

***

No. 4
This record from the Open Molecules 2025 dataset describes C3H7NO3S in the gas phase at a distorted geometry. The level of theory is ωB97M-V with the def2-TZVPD basis set.

The value obtained for the molar mass is 137.16 g/mol. Its net charge is 0. Its HOMO energy is -0.329 hartree. As for the energy above the lowest of the compared OMol25 structures with the same formula, charge and spin: 53.0 kcal/mol. For the total energy, the calculation gives -797.08090 hartree.

The geometry in XYZ format:
```
15
C3H7NO3S, DFT ωB97M-V with the def2-TZVPD basis set
C -1.2778 -0.2643 0.4591
C -1.2941 1.1526 -0.1449
C 0.8106 0.2734 -0.5515
N 0.0996 -0.7040 0.3490
O 2.5574 0.1276 1.3795
O 3.2244 -0.5859 -0.8812
O -0.1374 1.2861 -0.9556
S 2.5273 0.6747 0.0418
H -1.5379 -0.1926 1.4467
H -1.9232 -0.9333 -0.0561
H -2.1211 1.3352 -0.8329
H -1.1862 1.9271 0.5785
H 1.0799 -0.3883 -1.5384
H 3.1655 -1.5295 -0.3812
H 0.6519 -1.0238 1.1599
```

***

No. 5
This record from the Open Molecules 2025 dataset describes C3H7NO3S in the gas phase at a distorted geometry. The level of theory is ωB97M-V with the def2-TZVPD basis set.

The value obtained for the molar mass is 137.16 g/mol. Its net charge is 0. Its HOMO energy (alpha / beta) is -0.383 / -0.384 hartree. As for the energy above the lowest of the compared OMol25 structures with the same formula, charge and spin: 116.0 kcal/mol. For the total energy, the calculation gives -796.98052 hartree.

The geometry in XYZ format:
```
15
C3H7NO3S, DFT ωB97M-V with the def2-TZVPD basis set
C -1.2309 -1.0701 -0.1837
C -0.0026 -1.6774 0.4223
C 0.1778 2.2132 -0.0301
N 0.2482 0.9567 0.6250
O 2.3876 -0.3309 0.6754
O 1.2382 -0.2269 -1.4997
O -1.5299 0.0957 0.3869
S 1.1369 -0.2324 -0.0818
H -1.2783 -1.0477 -1.2803
H -1.8735 -1.9474 0.0147
H -0.1925 -1.9067 1.5210
H 0.4580 -2.4786 -0.1322
H 0.5741 2.0794 -0.9908
H -0.7893 2.5767 -0.0457
H 0.6762 2.9964 0.5991
```

***

No. 6
This record from the Open Molecules 2025 dataset describes a gas-phase ion, C3H7NOPS (charge -1) at a distorted geometry. The level of theory is ωB97M-V with the def2-TZVPD basis set.

The value obtained for the molar mass is 136.14 g/mol. Its net charge is -1. Its HOMO energy is -0.121 hartree. As for the energy above the lowest of the compared OMol25 structures with the same formula, charge and spin: 94.9 kcal/mol. For the total energy, the calculation gives -987.96249 hartree.

The geometry in XYZ format:
```
14
C3H7NOPS, DFT ωB97M-V with the def2-TZVPD basis set
C 0.8111 0.0519 0.6495
C 0.6463 -1.2710 -0.0351
C 0.5705 1.2969 -0.2544
N -2.1194 1.0012 0.6445
O -2.0481 -1.0167 0.6882
P -1.2252 -1.6821 -0.3784
S -1.4451 1.3341 -0.6239
H 0.0277 0.2758 1.3376
H 1.8545 0.3130 0.9715
H 1.1556 -1.3069 -1.0081
H 1.1476 -2.0220 0.4463
H 0.7090 2.3100 0.2531
H 1.1720 1.3046 -1.2419
H -1.2566 -0.5888 -1.4492
```

***

No. 7
This record from the Open Molecules 2025 dataset describes C3H7NOS in the gas phase at a distorted geometry. The level of theory is ωB97M-V with the def2-TZVPD basis set.

The value obtained for the molar mass is 105.16 g/mol. The SMILES is O=CNCCS. Its net charge is 0. Its HOMO energy is -0.342 hartree. As for the energy above the lowest of the compared OMol25 structures with the same formula, charge and spin: 17.1 kcal/mol. For the total energy, the calculation gives -646.68478 hartree.

The geometry in XYZ format:
```
13
C3H7NOS, DFT ωB97M-V with the def2-TZVPD basis set
O 1.2575 1.1672 2.3525
C 1.2059 0.4254 1.3987
N 0.1362 -0.3349 1.0557
C -0.0025 -0.8990 -0.2691
C -0.9205 -0.1132 -1.2446
S -1.1633 1.6429 -0.9602
H 2.0528 0.2779 0.7015
H -0.6702 -0.3440 1.6607
H -0.4657 -1.8755 -0.1620
H 0.9988 -1.0216 -0.6775
H -1.9109 -0.5590 -1.2909
H -0.4924 -0.3113 -2.2397
H -0.0255 1.9451 -0.3250
```

***

No. 8
This record from the Open Molecules 2025 dataset describes C3H7NOS in the gas phase at a distorted geometry. The level of theory is ωB97M-V with the def2-TZVPD basis set.

The value obtained for the molar mass is 105.16 g/mol. The SMILES is O=CNCCS. Its net charge is 0. Its HOMO energy is -0.349 hartree. As for the energy above the lowest of the compared OMol25 structures with the same formula, charge and spin: 30.4 kcal/mol. For the total energy, the calculation gives -646.66353 hartree.

The geometry in XYZ format:
```
13
C3H7NOS, DFT ωB97M-V with the def2-TZVPD basis set
O 3.1463 -0.0087 -1.4152
C 2.0234 0.2191 -1.0387
N 1.4051 -0.4075 -0.0550
C 0.1879 0.1050 0.5553
C -1.0965 -0.6546 0.5455
S -2.5572 0.3316 0.5419
H 1.2762 0.9440 -1.5357
H 1.7295 -1.3346 0.0344
H 0.1765 1.1313 0.0643
H 0.4113 0.2630 1.5472
H -1.2025 -1.3361 1.3818
H -1.0622 -1.2519 -0.3256
H -2.1083 1.1841 1.4973
```

***

No. 9
This record from the Open Molecules 2025 dataset describes C3H7NOS in the gas phase at a distorted geometry. The level of theory is ωB97M-V with the def2-TZVPD basis set.

The value obtained for the molar mass is 105.16 g/mol. Its net charge is 0. Its HOMO energy (alpha / beta) is -0.311 / -0.317 hartree. As for the energy above the lowest of the compared OMol25 structures with the same formula, charge and spin: 134.3 kcal/mol. For the total energy, the calculation gives -646.49800 hartree.

The geometry in XYZ format:
```
13
C3H7NOS, DFT ωB97M-V with the def2-TZVPD basis set
C 0.4971 -0.2371 -1.0093
C -1.6135 -0.3088 0.1287
C 0.9645 1.0643 0.9407
N 0.1356 0.8544 -0.1624
O -0.9893 -2.4108 -1.2359
S -1.1835 -0.9737 -1.3964
H 0.9923 0.0452 -1.8399
H 1.0859 -0.9819 -0.3791
H -1.5933 -0.9180 1.0677
H -2.2012 0.6210 0.1995
H 1.2006 0.1697 1.5235
H 1.9849 1.3491 0.5460
H 0.7199 1.7268 1.6169
```

***

No. 10
This record from the Open Molecules 2025 dataset describes 2 unconnected molecules or ions with the total composition C3H7NOS at a distorted geometry. The level of theory is ωB97M-V with the def2-TZVPD basis set.

The value obtained for the molar mass is 105.16 g/mol. Its net charge is 0. Its HOMO energy (alpha / beta) is -0.277 / -0.276 hartree. As for the energy above the lowest of the compared OMol25 structures with the same formula, charge and spin: 184.0 kcal/mol. For the total energy, the calculation gives -646.41868 hartree.

The geometry in XYZ format:
```
13
C3H7NOS, DFT ωB97M-V with the def2-TZVPD basis set
C 1.3495 1.6219 -0.0245
C -0.0632 0.1442 -0.3065
C 0.3604 -1.1321 0.3725
N -1.3541 0.5590 -0.3762
O -3.8727 0.5261 -0.0143
S -2.7564 -0.3063 0.3406
H 0.8628 2.2390 -0.8398
H 2.3092 1.2449 -0.1862
H -0.3656 -1.2878 1.1718
H 0.5799 -1.9317 -0.4305
H 1.3553 -0.8286 0.8380
H -1.5296 1.3668 -1.0491
H -2.7981 -1.5303 -0.6059
```

***

No. 11
This record from the Open Molecules 2025 dataset describes C3H7NOS in the gas phase at a distorted geometry. The level of theory is ωB97M-V with the def2-TZVPD basis set.

The value obtained for the molar mass is 105.16 g/mol. The SMILES is NC(=O)CCS. Its net charge is 0. Its HOMO energy is -0.336 hartree. As for the energy above the lowest of the compared OMol25 structures with the same formula, charge and spin: 5.0 kcal/mol. For the total energy, the calculation gives -646.70393 hartree.

The geometry in XYZ format:
```
13
C3H7NOS, DFT ωB97M-V with the def2-TZVPD basis set
C 0.5262 -0.0549 -0.1221
C -0.5818 -0.5834 -1.0713
S 0.1352 -0.8785 -2.7141
C -0.1055 0.6696 1.0553
N 0.6694 0.6966 2.1730
O -1.1556 1.2510 0.9815
H 1.0402 0.7198 -0.6958
H 1.2147 -0.8355 0.1817
H -1.3106 0.2208 -1.0925
H -0.9889 -1.4977 -0.6528
H -0.9566 -0.6576 -3.4912
H 0.1849 0.9652 3.0126
H 1.3284 -0.0152 2.4356
```

***

No. 12
This record from the Open Molecules 2025 dataset describes C3H7NOS2 in the gas phase at a distorted geometry. The level of theory is ωB97M-V with the def2-TZVPD basis set.

The value obtained for the molar mass is 137.23 g/mol. The SMILES is N[C@H](C=O)CSS. Its net charge is 0. Its HOMO energy is -0.348 hartree. As for the energy above the lowest of the compared OMol25 structures with the same formula, charge and spin: 35.1 kcal/mol. For the total energy, the calculation gives -1044.84650 hartree.

The geometry in XYZ format:
```
14
C3H7NOS2, DFT ωB97M-V with the def2-TZVPD basis set
N -1.0615 -0.6405 -2.1214
C -1.2551 -0.4370 -0.6517
C -2.6828 -0.1224 -0.3304
O -3.1804 0.0452 0.7385
C -0.1878 0.5322 -0.1028
S 1.4484 -0.3654 -0.0246
S 2.4572 0.7870 1.2968
H -0.2022 -1.1793 -2.1895
H -1.7365 -1.3482 -2.4168
H -0.9168 -1.4069 -0.2456
H -3.3237 -0.2361 -1.2382
H -0.4368 0.9215 0.8775
H -0.0766 1.2794 -0.8917
H 2.1524 0.1954 2.4873
```